The following is a quantum chemistry calculation of a molecular structure, C17H18BBeBrN6O2 in a non-equilibrium geometry, from the Open Molecules 2025 dataset.

Positions of all 46 atoms, in Å:
H (0.9022, 3.2746, 0.0336)
N (0.5234, 1.7076, -1.3536)
B (-0.2322, 0.3415, -3.3508)
N (0.1080, 1.6836, -2.6620)
C (-0.0009, 2.9408, -3.1168)
Be (0.9320, 0.3638, -0.5005)
H (-0.2919, 3.1346, -4.1358)
C (0.3041, 3.8108, -2.0684)
H (0.2927, 4.8824, -2.0923)
C (0.6213, 3.0022, -0.9773)
H (-0.2227, 0.4611, -4.5365)
C (-2.2050, -2.0289, 1.5058)
H (-1.9247, -1.9040, 2.5556)
H (-1.3090, -2.3018, 0.9422)
H (-2.9709, -2.8000, 1.4003)
N (-1.6699, -0.0304, -2.8897)
N (0.7129, -0.7800, -2.8825)
N (-1.9849, -0.1200, -1.5630)
N (1.1793, -0.8687, -1.5791)
C (-2.7448, -0.2759, -3.6622)
C (1.1725, -1.8153, -3.6000)
H (-2.6352, -0.2484, -4.7338)
H (0.9018, -1.9011, -4.6410)
C (-3.8285, -0.5184, -2.8202)
C (1.9559, -2.6168, -2.7755)
C (-3.3016, -0.4044, -1.5104)
C (1.9264, -1.9963, -1.5207)
H (-4.8379, -0.7342, -3.1088)
H (2.4716, -3.5147, -3.0689)
H (-3.8433, -0.5105, -0.5776)
H (2.4006, -2.3073, -0.6081)
H (-2.6049, -1.0954, 1.1110)
Br (0.6638, 2.8877, 2.8978)
C (1.0973, 1.3559, 3.9233)
C (1.1602, 1.5195, 5.3182)
C (1.5298, 0.4535, 6.1525)
C (1.8361, -0.7914, 5.5914)
C (1.7678, -0.9541, 4.2068)
C (1.3827, 0.0866, 3.3443)
C (1.3751, -0.2437, 1.8647)
O (1.8788, -1.3117, 1.4764)
O (0.8316, 0.6283, 1.0396)
H (0.9404, 2.4900, 5.7616)
H (1.5847, 0.5999, 7.2319)
H (2.1207, -1.6405, 6.2199)
H (2.0346, -1.9104, 3.7587)

Its gap between HOMO and LUMO is 9.10 eV. The value obtained for the calculated total energy is -102082.8293 eV.

***

The following is a quantum chemistry calculation of a molecular structure, C17H18BBrN6O2Sn in a non-equilibrium geometry, from the Open Molecules 2025 dataset.

Positions of all 46 atoms, in Å:
C (0.6781, -1.9290, 1.9000)
N (0.1112, -1.6281, 0.7069)
N (0.1486, -2.7233, -0.1147)
C (0.7081, -3.7582, 0.5772)
C (1.0823, -3.2956, 1.9044)
B (-0.4432, -2.6572, -1.5775)
N (-1.8449, -1.9081, -1.6813)
N (-2.1434, -0.7393, -1.0342)
C (-3.4380, -0.4136, -1.2869)
C (-3.9852, -1.4064, -2.0975)
C (-2.9531, -2.3186, -2.3380)
Sn (-0.4762, 0.2398, 0.0154)
N (0.4726, -1.7413, -2.4470)
N (0.6610, -0.3961, -2.1974)
C (1.6047, -0.0149, -3.1204)
C (1.9417, -1.0872, -3.9658)
C (1.1884, -2.1553, -3.5127)
H (2.0752, 0.9554, -3.1947)
H (1.1224, -3.1732, -3.8897)
H (2.6553, -1.0996, -4.7816)
H (-0.5496, -3.7522, -2.0797)
H (-2.9586, -3.2439, -2.9031)
H (0.7721, -4.7321, 0.1146)
H (-5.0094, -1.4483, -2.4499)
H (1.5501, -3.7962, 2.7250)
H (-3.9417, 0.4702, -0.9169)
H (0.7989, -1.1893, 2.6437)
H (-0.6353, 1.8297, -1.5558)
C (-1.2617, 2.4184, -0.9097)
H (-2.1813, 2.4561, -1.4491)
H (-1.6295, 2.2707, 0.0895)
H (-0.6563, 3.2972, -0.8534)
Br (2.9849, 0.3894, 3.6167)
C (1.7807, 1.8468, 3.4227)
C (1.2263, 2.4621, 4.5449)
C (0.3325, 3.5256, 4.3690)
C (0.0132, 3.9641, 3.0784)
C (0.5843, 3.3560, 1.9546)
C (1.4822, 2.3061, 2.1268)
C (2.1734, 1.6425, 0.9611)
O (3.3770, 1.6981, 0.8314)
O (1.4242, 0.9261, 0.1208)
H (1.5311, 2.0849, 5.5183)
H (-0.0823, 3.9866, 5.2627)
H (-0.6822, 4.7907, 2.9407)
H (0.3912, 3.6906, 0.9324)

Its net charge is +2. Its gap between HOMO and LUMO is 4.08 eV. The value obtained for the calculated total energy is -107489.3847 eV.

***

The following is a quantum chemistry calculation of a molecular structure, C17H18BCoN7O3S in a non-equilibrium geometry, from the Open Molecules 2025 dataset.

Positions of all 48 atoms, in Å:
H (-1.5516, -4.1086, 1.1357)
N (-0.1394, -2.8226, 0.1344)
B (2.1775, -1.8319, -0.7020)
N (1.2346, -2.6104, 0.2908)
C (1.6805, -3.4307, 1.2777)
Co (-1.3299, -1.9647, -0.9669)
H (2.7348, -3.4963, 1.5096)
C (0.5968, -4.1355, 1.8059)
H (0.5946, -4.8907, 2.5635)
C (-0.5353, -3.7294, 1.0837)
H (2.9525, -2.7056, -1.1105)
C (0.4566, 3.4012, 0.1694)
H (-0.5038, 3.8964, 0.0055)
H (0.4085, 2.3692, -0.1929)
H (1.1982, 3.9777, -0.3880)
N (3.1479, -0.7225, -0.0927)
N (1.3573, -1.3984, -1.9766)
N (2.7650, 0.4808, 0.5288)
N (-0.0222, -1.4178, -2.1229)
C (4.5245, -0.8159, -0.1005)
C (1.8983, -1.0949, -3.1847)
H (5.0413, -1.6731, -0.5554)
H (2.9650, -1.1485, -3.3429)
C (5.0378, 0.3142, 0.5626)
C (0.8675, -0.8017, -4.0829)
C (3.8957, 1.0852, 0.9342)
C (-0.3295, -0.9613, -3.3785)
H (6.0681, 0.5588, 0.7713)
H (0.9438, -0.5748, -5.1248)
H (3.8925, 2.0310, 1.4722)
H (-1.3592, -0.8366, -3.7045)
H (0.7053, 3.4087, 1.2058)
O (-1.4745, 1.1125, -1.7521)
C (-2.0787, 0.8225, -0.7012)
N (-2.0768, -0.4485, -0.1400)
S (-2.1140, -0.3353, 1.5622)
O (-2.8730, -1.3824, 2.1670)
O (-0.7697, -0.0962, 2.0299)
C (-3.0647, 1.1382, 1.4237)
C (-3.9079, 1.6795, 2.3969)
C (-4.6467, 2.8199, 2.0385)
C (-4.3909, 3.4625, 0.8185)
C (-3.4582, 2.9571, -0.0886)
C (-2.8823, 1.7086, 0.1764)
H (-4.0233, 1.2218, 3.3848)
H (-5.4458, 3.1813, 2.6960)
H (-4.9720, 4.3467, 0.5753)
H (-3.1954, 3.4602, -1.0118)

As for the spin multiplicity: 4. Its expectation value of S² is 3.76. Its gap between HOMO and LUMO (spin up / spin down) is 7.87 / 7.24 eV. The value obtained for the calculated total energy is -83632.1915 eV.

***

The following is a quantum chemistry calculation of a molecular structure, C17H18BN7O3SW in a non-equilibrium geometry, from the Open Molecules 2025 dataset.

Positions of all 48 atoms, in Å:
C (2.9891, -0.2291, -0.1350)
N (1.7131, -0.1875, -0.6107)
N (1.7582, 0.0160, -1.9772)
C (3.0436, 0.0527, -2.3511)
C (3.8514, -0.0838, -1.2225)
B (0.4671, 0.1844, -2.8208)
N (-0.5255, -0.9650, -2.5047)
N (-0.9297, -1.3137, -1.2212)
C (-1.7428, -2.4159, -1.3101)
C (-1.8188, -2.7744, -2.6529)
C (-1.0573, -1.8438, -3.3603)
W (-0.0289, -0.5876, 0.4455)
N (-0.1913, 1.5577, -2.4368)
N (-0.5191, 1.7902, -1.1301)
C (-0.9658, 3.0345, -1.0160)
C (-0.9440, 3.6444, -2.2951)
C (-0.4438, 2.6686, -3.1675)
H (-1.2643, 3.4526, -0.0631)
H (-0.2508, 2.6830, -4.2278)
H (-1.2411, 4.6426, -2.5276)
H (0.7224, 0.1962, -3.9995)
H (-0.8372, -1.7405, -4.4085)
H (3.2921, 0.1453, -3.3899)
H (-2.3586, -3.6093, -3.0544)
H (4.9194, -0.0817, -1.1801)
H (-2.1762, -2.8439, -0.4192)
H (3.1577, -0.3387, 0.9253)
H (-2.0121, -0.2251, 0.7407)
C (-1.7863, -1.0105, 1.5361)
H (-2.6329, -1.7038, 1.5226)
H (-0.8549, -1.7345, 1.3262)
H (-1.7140, -0.5458, 2.5236)
O (1.2378, -1.6702, 3.0283)
C (1.1416, -0.4363, 3.1518)
N (0.7171, 0.3838, 2.0900)
S (0.9596, 2.0938, 2.3390)
O (2.1082, 2.5463, 1.5968)
O (-0.2876, 2.8121, 2.2590)
C (1.3896, 1.7544, 4.0241)
C (1.6454, 2.7197, 4.9925)
C (1.9224, 2.2814, 6.2939)
C (1.9596, 0.9064, 6.5948)
C (1.7402, -0.0493, 5.6034)
C (1.4357, 0.3992, 4.3108)
H (1.6175, 3.7725, 4.7179)
H (2.1017, 3.0136, 7.0800)
H (2.1599, 0.5871, 7.6181)
H (1.7868, -1.1235, 5.7929)

As for the spin multiplicity: 3. Its expectation value of S² is 2.07. Its net charge is +4. Its gap between HOMO and LUMO (spin up / spin down) is 4.06 / 4.13 eV. The value obtained for the calculated total energy is -47780.4621 eV.

***

Question: Which value of calculated total energy does entry 1 give?
Answer: -102082.8293 eV

***

Question: Which of these has the highest calculated total energy?
Answer: C17H18BN7O3SW

***

Question: Which value of calculated total energy does entry 4 give?
Answer: -47780.4621 eV